Density functional theory data (ωB97M-V/def2-TZVPD) for a cluster of 18 separate species, C58H144Cl8O10S10 in total in a non-equilibrium geometry.

Last column: Mulliken charge in e.
Geometry (Å):
1 C -2.904 7.790 6.168  -0.771
2 S -3.266 7.408 4.341  0.482
3 O -3.194 8.680 3.453  -0.604
4 C -1.780 6.344 4.114  -0.694
5 H -2.252 8.664 6.152  0.294
6 H -2.431 6.953 6.682  0.211
7 H -3.853 8.044 6.640  0.321
8 H -0.938 7.008 3.920  0.326
9 H -1.759 5.842 3.147  0.335
10 H -1.463 5.617 4.861  0.132
11 C -4.064 -0.247 -2.703  -1.247
12 S -3.837 -1.779 -1.623  1.399
13 O -5.247 -2.333 -1.631  -0.718
14 C -2.801 -2.700 -2.761  -0.710
15 H -3.186 0.391 -2.801  0.283
16 H -4.786 0.293 -2.090  0.282
17 H -4.556 -0.370 -3.667  0.432
18 H -3.281 -2.679 -3.740  0.650
19 H -2.630 -3.710 -2.388  -0.496
20 H -1.753 -2.461 -2.942  0.238
21 C 6.312 -0.808 -4.025  -0.246
22 S 7.215 0.586 -4.794  0.467
23 O 6.759 1.873 -4.104  -0.573
24 C 8.823 0.199 -3.930  -0.779
25 H 5.843 -0.420 -3.121  0.115
26 H 6.752 -1.804 -3.971  0.479
27 H 5.473 -1.048 -4.677  -0.263
28 H 9.597 0.572 -4.602  0.329
29 H 8.875 -0.878 -3.776  0.344
30 H 8.828 0.669 -2.947  0.152
31 C -1.659 -4.574 -6.638  -1.024
32 S -0.389 -5.245 -5.450  0.484
33 O -0.260 -4.551 -4.107  -0.478
34 C -1.182 -6.806 -4.999  -0.785
35 H -2.661 -4.859 -6.319  0.318
36 H -1.621 -5.175 -7.546  0.418
37 H -1.488 -3.507 -6.783  0.297
38 H -0.623 -7.511 -5.614  0.435
39 H -2.239 -6.950 -5.220  0.269
40 H -0.854 -6.913 -3.965  0.008
41 C -9.146 -3.803 -0.014  -1.162
42 S -7.484 -2.998 0.252  0.764
43 O -7.622 -2.099 1.460  -0.677
44 C -6.532 -4.552 0.749  -0.831
45 H -9.271 -4.202 -1.020  0.360
46 H -9.796 -2.940 0.133  0.367
47 H -9.519 -4.569 0.666  0.339
48 H -6.845 -5.453 0.223  0.531
49 H -6.863 -4.748 1.769  0.464
50 H -5.476 -4.303 0.647  -0.157
51 C -4.708 2.421 2.318  -0.690
52 S -5.176 1.954 0.573  0.325
53 O -3.971 1.967 -0.395  -0.461
54 C -5.604 0.206 0.893  0.267
55 H -4.196 1.582 2.789  0.122
56 H -5.534 2.781 2.931  0.414
57 H -3.838 3.071 2.220  0.234
58 H -5.405 -0.345 -0.026  -0.641
59 H -6.659 0.165 1.162  0.524
60 H -5.035 -0.127 1.761  -0.256
61 C -1.631 5.443 -3.584  -0.498
62 S -2.851 6.528 -2.781  0.509
63 O -3.364 7.518 -3.816  -0.655
64 C -4.125 5.175 -2.405  -0.640
65 H -1.423 4.675 -2.839  0.004
66 H -0.623 5.795 -3.804  0.423
67 H -2.075 4.965 -4.457  0.162
68 H -4.455 4.779 -3.365  0.274
69 H -4.928 5.699 -1.886  0.350
70 H -3.803 4.325 -1.804  0.074
71 C -3.024 -3.069 2.304  -0.458
72 S -3.431 -2.662 4.072  0.316
73 O -2.684 -1.375 4.449  -0.516
74 C -5.209 -2.211 3.765  -0.774
75 H -3.403 -2.307 1.623  -0.093
76 H -3.419 -4.056 2.065  0.530
77 H -1.935 -3.047 2.261  0.176
78 H -5.326 -1.127 3.750  0.269
79 H -5.799 -2.445 4.652  0.468
80 H -5.894 -2.789 3.146  0.071
81 C 0.071 1.239 9.347  -0.665
82 S -0.967 2.635 8.963  0.468
83 O -0.300 3.776 9.691  -0.640
84 C -0.565 2.899 7.150  -0.789
85 H 0.106 0.574 8.484  0.072
86 H -0.241 0.689 10.235  0.341
87 H 1.098 1.483 9.617  0.339
88 H 0.475 2.637 6.957  0.299
89 H -0.728 3.952 6.922  0.212
90 H -1.298 2.336 6.572  0.332
91 C 3.787 3.376 -3.551  -0.846
92 S 1.998 3.860 -3.529  0.560
93 O 1.862 5.239 -2.913  -0.620
94 C 1.566 2.668 -2.056  -0.956
95 H 4.208 3.314 -2.547  0.021
96 H 4.316 4.122 -4.145  0.518
97 H 3.932 2.433 -4.078  0.279
98 H 1.791 1.604 -2.125  0.444
99 H 0.482 2.778 -2.074  0.123
100 H 1.925 2.909 -1.055  0.443
101 C 2.869 -0.863 -6.720  0.175
102 Cl 2.579 -0.987 -4.966  0.088
103 Cl 1.979 -2.274 -7.472  -0.098
104 Cl 2.250 0.755 -7.099  -0.082
105 Cl 4.552 -0.903 -7.179  -0.097
106 C 4.528 -5.075 -1.958  0.147
107 Cl 4.461 -3.660 -3.073  0.016
108 Cl 5.234 -4.729 -0.371  -0.093
109 Cl 2.957 -5.809 -1.782  -0.009
110 Cl 5.546 -6.316 -2.878  -0.130
111 C -0.553 1.288 -4.664  0.636
112 C -1.576 2.122 -5.585  -0.496
113 C -2.501 1.381 -6.678  -0.506
114 C -3.435 2.348 -7.358  -0.666
115 C -4.236 1.604 -8.438  -0.356
116 C -5.313 2.404 -9.154  -1.344
117 H -1.108 0.497 -4.160  -0.107
118 H -0.372 2.092 -3.951  -0.146
119 H 0.417 0.957 -5.036  -0.325
120 H -2.318 2.738 -5.077  0.041
121 H -0.861 2.824 -6.016  0.455
122 H -3.215 0.680 -6.246  0.169
123 H -1.851 0.874 -7.391  0.395
124 H -4.199 2.819 -6.740  0.320
125 H -2.984 3.212 -7.846  0.411
126 H -3.574 1.174 -9.189  0.309
127 H -4.773 0.825 -7.897  0.274
128 H -4.802 3.051 -9.867  0.336
129 H -5.965 1.811 -9.795  0.352
130 H -5.837 3.155 -8.561  0.340
131 C 2.211 8.581 0.213  -1.373
132 C 1.770 7.130 0.663  -0.078
133 C 2.426 6.726 1.971  -0.655
134 C 2.349 5.202 2.094  -0.217
135 C 3.047 4.587 3.406  -0.475
136 C 3.076 3.077 3.472  -0.432
137 H 2.100 8.898 -0.824  0.348
138 H 3.269 8.722 0.433  0.361
139 H 1.705 9.336 0.815  0.326
140 H 0.688 7.122 0.799  0.263
141 H 1.978 6.526 -0.220  0.132
142 H 1.944 7.173 2.841  0.255
143 H 3.485 6.948 1.840  0.368
144 H 1.280 4.994 2.116  0.188
145 H 2.676 4.714 1.175  0.174
146 H 4.052 5.008 3.401  0.305
147 H 2.536 4.954 4.297  0.363
148 H 3.054 2.832 4.534  0.363
149 H 2.343 2.553 2.859  -0.138
150 H 3.968 2.627 3.036  -0.068
151 C 0.305 -6.929 1.642  -1.612
152 C -0.477 -6.512 0.364  0.776
153 C -1.798 -7.153 0.088  -0.937
154 C -2.426 -6.516 -1.107  1.184
155 C -3.845 -7.007 -1.231  -0.397
156 C -4.533 -6.821 -2.600  -1.116
157 H 1.038 -7.735 1.608  0.369
158 H -0.309 -7.388 2.417  0.391
159 H 0.918 -6.119 2.037  0.377
160 H -0.626 -5.436 0.279  -0.331
161 H 0.166 -6.662 -0.504  0.020
162 H -2.451 -7.073 0.957  0.406
163 H -1.612 -8.205 -0.130  0.378
164 H -2.382 -5.440 -0.942  -0.172
165 H -1.793 -6.807 -1.946  -0.531
166 H -3.787 -8.070 -0.996  0.350
167 H -4.436 -6.514 -0.459  0.048
168 H -4.423 -5.786 -2.924  0.183
169 H -4.072 -7.558 -3.258  0.320
170 H -5.613 -6.906 -2.479  0.366
171 C 3.858 -6.489 5.505  -1.164
172 C 2.734 -6.427 6.649  -0.316
173 C 2.795 -5.100 7.391  -0.910
174 C 2.470 -3.810 6.579  -0.481
175 C 0.963 -3.591 6.391  -0.414
176 C 0.744 -2.274 5.598  -1.012
177 H 4.837 -6.559 5.981  0.311
178 H 3.904 -5.572 4.918  0.290
179 H 3.756 -7.258 4.739  0.358
180 H 1.675 -6.543 6.421  0.310
181 H 3.008 -7.265 7.289  0.316
182 H 3.799 -4.831 7.721  0.340
183 H 2.294 -5.036 8.357  0.378
184 H 2.904 -2.925 7.045  0.406
185 H 3.042 -3.848 5.652  0.188
186 H 0.648 -4.514 5.904  0.207
187 H 0.391 -3.710 7.311  0.363
188 H -0.331 -2.177 5.752  0.223
189 H 1.229 -1.383 5.996  0.359
190 H 0.786 -2.336 4.511  0.249
191 C -0.706 1.813 1.931  -1.018
192 C -0.429 0.331 1.669  0.450
193 C -0.271 -0.077 0.172  0.019
194 C -0.264 -1.532 -0.318  0.821
195 C 0.950 -2.352 0.016  -0.058
196 C 2.128 -2.372 -0.916  -0.445
197 H 0.220 2.380 1.840  -0.233
198 H -1.276 2.018 2.837  0.452
199 H -1.251 2.257 1.097  0.244
200 H 0.407 -0.076 2.238  0.387
201 H -1.261 -0.146 2.187  -0.219
202 H 0.635 0.423 -0.172  -0.263
203 H -1.109 0.358 -0.373  0.114
204 H -1.131 -2.038 0.106  -0.474
205 H -0.419 -1.618 -1.394  0.009
206 H 1.361 -1.882 0.910  0.248
207 H 0.660 -3.387 0.196  -0.257
208 H 3.089 -2.647 -0.480  0.311
209 H 1.982 -3.073 -1.738  0.050
210 H 2.307 -1.358 -1.271  -0.098
211 C 4.817 1.229 -0.099  -0.771
212 C 6.327 1.427 -0.597  -0.002
213 C 7.107 2.709 0.043  -0.569
214 C 7.383 2.694 1.526  -0.222
215 C 8.146 3.852 2.104  -0.703
216 C 7.533 5.225 1.897  -0.821
217 H 4.899 1.011 0.966  0.430
218 H 4.291 0.455 -0.657  0.146
219 H 4.179 2.106 -0.207  0.050
220 H 6.962 0.548 -0.488  0.488
221 H 6.164 1.549 -1.668  -0.277
222 H 6.595 3.631 -0.234  0.285
223 H 8.107 2.586 -0.372  0.293
224 H 6.390 2.695 1.976  -0.187
225 H 7.708 1.666 1.686  0.444
226 H 8.320 3.540 3.134  0.334
227 H 9.191 3.946 1.810  0.393
228 H 7.653 5.537 0.860  0.310
229 H 6.468 5.196 2.131  -0.028
230 H 7.979 6.012 2.505  0.402

- HOMO energy (Eh) = -0.3015
- gap between HOMO and LUMO (eV) = 7.88
- total charge = 0
- maximum force (eV Å⁻¹) = 3.360
- lowest unoccupied orbital energy (eV) = -0.328

Density functional theory data (ωB97M-V/def2-TZVPD) for a structure of composition C31H35AgBrGeN5Se.

Last column: Mulliken charge in e.
Geometry (Å):
1 Ag -0.539 -0.505 -0.846  0.169
2 C 0.056 -4.351 -1.207  -0.655
3 N -1.084 -3.496 -1.018  -0.005
4 C -2.097 -3.846 -0.072  -0.789
5 C -2.842 -2.609 0.335  0.050
6 N -2.470 -1.391 0.059  0.055
7 C -3.438 -0.561 0.621  -0.263
8 C -3.534 0.828 0.623  -0.001
9 C -4.607 1.390 1.282  -0.662
10 C -5.568 0.597 1.929  -0.391
11 C -5.489 -0.783 1.929  -1.181
12 C -4.405 -1.340 1.259  0.796
13 N -3.998 -2.649 1.055  -0.057
14 C 1.258 -3.524 -1.561  0.160
15 N 1.514 -2.349 -1.067  -0.455
16 C 2.712 -1.963 -1.659  0.411
17 C 3.448 -0.791 -1.511  -0.417
18 C 4.606 -0.661 -2.251  -0.660
19 C 5.038 -1.669 -3.127  -0.510
20 C 4.322 -2.841 -3.284  -1.133
21 C 3.158 -2.960 -2.535  0.647
22 N 2.207 -3.962 -2.440  -0.085
23 H -0.091 -5.131 -1.970  0.239
24 H 0.262 -4.869 -0.265  0.305
25 H -1.421 -3.067 -1.867  0.142
26 H -1.613 -4.260 0.819  0.363
27 H -2.824 -4.600 -0.419  0.361
28 H -2.778 1.421 0.125  0.278
29 H -4.712 2.467 1.307  0.451
30 H -6.393 1.076 2.439  0.389
31 H -6.231 -1.394 2.425  0.405
32 H -4.476 -3.482 1.350  0.211
33 H 3.097 0.002 -0.864  0.498
34 H 5.186 0.249 -2.170  0.412
35 H 5.947 -1.523 -3.695  0.393
36 H 4.649 -3.620 -3.961  0.396
37 H 2.165 -4.805 -2.984  0.219
38 Br -0.539 -1.169 -3.889  -0.229
39 C 0.956 0.030 -4.023  0.594
40 C 1.654 -0.096 -5.189  -0.670
41 C 2.719 0.786 -5.463  -0.610
42 C 3.016 1.770 -4.572  -0.845
43 C 2.303 1.898 -3.356  1.270
44 C 2.658 2.922 -2.447  -1.215
45 C 1.998 3.038 -1.261  -0.658
46 C 0.990 2.111 -0.925  0.731
47 C 0.591 1.071 -1.743  -1.119
48 C 1.247 0.996 -3.017  0.962
49 H 1.380 -0.853 -5.909  0.423
50 H 3.271 0.681 -6.387  0.408
51 H 3.818 2.471 -4.776  0.353
52 H 3.457 3.603 -2.715  0.337
53 H 2.261 3.829 -0.567  0.386
54 H 0.516 2.223 0.047  -0.165
55 C -0.544 3.930 2.156  -0.912
56 Ge -0.286 2.956 3.829  0.577
57 C -2.042 2.542 4.591  -1.074
58 C 0.752 4.037 5.090  -1.162
59 C 0.678 1.284 3.430  -1.102
60 Se -0.369 0.129 2.241  0.019
61 C -1.344 -0.841 3.618  -0.710
62 H -1.110 4.845 2.332  0.443
63 H -1.092 3.307 1.448  0.136
64 H 0.413 4.197 1.708  0.247
65 H -2.578 3.464 4.818  0.398
66 H -1.949 1.966 5.511  0.344
67 H -2.631 1.975 3.868  0.165
68 H 0.231 4.970 5.303  0.361
69 H 1.728 4.277 4.667  0.352
70 H 0.904 3.503 6.028  0.354
71 H 0.938 0.706 4.316  0.513
72 H 1.598 1.497 2.887  0.396
73 H -2.107 -1.425 3.104  0.045
74 H -1.827 -0.148 4.301  0.195
75 H -0.675 -1.507 4.159  0.376

- HOMO energy (Eh) = -0.2537
- gap between HOMO and LUMO (eV) = 7.16
- total charge = 0
- maximum force (eV Å⁻¹) = 0.213
- lowest unoccupied orbital energy (eV) = 0.258

Density functional theory data (ωB97M-V/def2-TZVPD) for a cluster of 7 separate species, C25H40N2O5 in total in a non-equilibrium geometry.

Last column: Mulliken charge in e.
Geometry (Å):
1 N 5.494 0.187 7.611  -0.553
2 C 5.309 1.019 8.635  -0.153
3 C 4.791 0.592 9.795  -0.254
4 C 4.350 -0.770 9.934  -0.328
5 C 4.459 -1.581 8.847  -0.269
6 C 5.065 -1.101 7.674  -0.179
7 H 5.607 2.046 8.482  0.362
8 H 4.695 1.377 10.531  0.327
9 H 3.765 -1.068 10.791  0.361
10 H 3.965 -2.542 8.831  0.339
11 H 5.268 -1.809 6.885  0.348
12 N -5.644 2.551 -9.098  -0.533
13 C -4.610 2.121 -9.864  -0.168
14 C -3.328 1.871 -9.364  -0.275
15 C -3.067 2.077 -7.982  -0.314
16 C -4.120 2.618 -7.227  -0.317
17 C -5.304 2.845 -7.846  -0.162
18 H -4.807 1.884 -10.900  0.353
19 H -2.547 1.584 -10.053  0.345
20 H -2.057 2.049 -7.601  0.367
21 H -3.888 2.798 -6.188  0.341
22 H -6.167 3.172 -7.287  0.363
23 C 1.851 6.615 -4.496  -1.022
24 C 1.698 7.583 -5.586  0.745
25 O 2.616 8.274 -6.120  -0.582
26 C 0.235 7.823 -6.016  -0.971
27 H 1.861 7.077 -3.509  0.278
28 H 2.828 6.160 -4.658  0.321
29 H 1.007 5.926 -4.465  0.329
30 H 0.018 7.045 -6.748  0.256
31 H 0.045 8.829 -6.390  0.315
32 H -0.361 7.747 -5.107  0.330
33 C 1.207 -1.827 -2.137  -0.961
34 C 2.259 -1.307 -1.090  0.676
35 O 2.887 -0.215 -1.288  -0.586
36 C 2.747 -2.298 -0.062  -0.868
37 H 0.969 -2.890 -2.119  0.339
38 H 1.671 -1.478 -3.060  0.302
39 H 0.323 -1.194 -2.054  0.280
40 H 3.799 -2.225 0.214  0.298
41 H 2.493 -3.211 -0.601  0.272
42 H 2.140 -2.232 0.840  0.248
43 C -3.048 -1.608 9.770  -1.046
44 C -3.424 -1.569 8.281  0.688
45 O -4.601 -1.635 7.833  -0.563
46 C -2.164 -1.847 7.395  -0.891
47 H -3.912 -1.527 10.429  0.321
48 H -2.407 -0.767 10.034  0.333
49 H -2.587 -2.575 9.974  0.281
50 H -1.348 -1.349 7.919  0.304
51 H -2.259 -1.326 6.442  0.295
52 H -2.034 -2.927 7.464  0.278
53 C -1.996 -11.109 -6.467  -0.980
54 C -1.175 -11.284 -5.190  0.792
55 O -0.963 -12.455 -4.839  -0.552
56 C -0.861 -10.027 -4.445  -1.094
57 H -2.172 -12.119 -6.835  0.295
58 H -1.497 -10.582 -7.280  0.320
59 H -2.977 -10.678 -6.266  0.293
60 H -0.311 -10.163 -3.515  0.313
61 H -1.734 -9.504 -4.052  0.307
62 H -0.283 -9.382 -5.107  0.307
63 C 1.519 4.980 2.905  -1.005
64 C 0.086 4.771 3.452  0.755
65 O -0.154 4.717 4.657  -0.556
66 C -1.032 4.695 2.426  -0.981
67 H 1.962 4.014 2.662  0.268
68 H 2.139 5.529 3.614  0.309
69 H 1.509 5.653 2.048  0.321
70 H -1.975 4.863 2.947  0.303
71 H -1.004 3.701 1.978  0.270
72 H -0.817 5.389 1.614  0.317

- HOMO energy (Eh) = -0.3565
- gap between HOMO and LUMO (eV) = 9.98
- SMILES = c1ccncc1.c1ccncc1.CC(C)=O.CC(C)=O.CC(C)=O.CC(C)=O.CC(C)=O
- total charge = 0
- maximum force (eV Å⁻¹) = 4.951
- lowest unoccupied orbital energy (eV) = 0.284
- relative energy (zero: lowest compared OMol25 entry of this formula, charge and spin) (kJ/mol) = 292.2